C40H102F3O14Zn | ωB97M-V with the def2-TZVPD basis set

```
160
Properties=species:S:1:pos:R:3:forces:R:3
O -4.464368 2.858318 -1.349333 0.043 -1.925 -1.105
H -3.215327 -2.682604 -1.890810 -0.319 0.177 0.122
H -1.080257 0.419942 -4.314469 0.159 -0.120 -0.169
H -0.432462 -2.273745 6.410326 -0.013 -0.173 -0.422
H 1.669421 5.711840 0.656454 -0.154 0.075 0.175
H 1.154322 1.557372 -0.442804 -0.437 0.316 0.011
H -0.988508 -0.391844 4.752814 0.167 -0.340 0.045
H 6.271373 1.153735 2.710598 0.405 -0.132 -0.220
H -3.300225 -1.593363 2.838462 0.112 -0.479 0.269
H 3.258998 6.171975 0.151910 0.184 0.400 0.266
H -5.086575 -0.976077 -4.013380 -0.290 0.031 -0.047
O -1.172795 1.213104 0.460889 0.548 -0.165 0.282
H -6.292524 -2.438962 1.332370 -0.252 0.076 -0.123
H -6.316868 4.450629 -0.572232 -0.315 0.119 -0.119
O -2.627672 0.363904 -1.020630 0.209 -1.015 -0.033
C -3.494491 -2.813804 -2.936257 0.292 -0.644 0.797
C -3.406290 -1.869886 -5.192628 1.293 -0.634 -1.493
C -2.604404 3.330460 -5.425431 -0.937 -1.179 -0.506
C -6.273241 3.559151 0.053438 0.971 0.352 -0.009
H 2.050387 5.847633 4.298317 0.453 0.095 0.072
H 0.937171 4.232904 -3.352343 -0.225 -0.288 -0.008
O -2.889481 1.970968 -3.485862 -2.663 -1.065 0.534
H 1.416074 -1.309835 -6.705624 -0.298 0.179 0.000
O -6.277516 -2.931741 2.156108 -1.459 -0.142 0.309
H -0.092363 2.799448 3.283773 0.033 -0.120 -0.181
C -0.729630 -3.034058 2.856919 -0.760 -0.137 -0.389
H -6.983768 2.818310 -0.313181 0.184 -0.103 -0.155
H 3.892481 7.835065 2.258902 -0.046 0.069 -0.045
O 5.717888 0.687778 2.079617 2.035 -0.536 -1.491
C -4.241884 -3.634942 1.243399 0.035 -0.254 -0.606
C 3.856989 -4.541685 0.978548 -0.973 -1.351 -0.273
H -0.828878 1.208164 -5.925364 0.183 -0.124 0.116
O 2.977983 7.564415 2.368584 -0.791 -0.447 0.107
C -1.667311 -0.023277 -0.036150 -1.736 1.358 -1.499
C 1.665106 -2.169860 -4.720874 -1.493 0.135 -0.732
F -0.793567 -2.210915 -0.732877 -0.453 -0.080 -0.162
H 1.312104 1.805745 -2.184917 0.352 -0.129 -0.011
H -0.862860 3.589422 1.872789 -0.324 0.032 0.288
C -3.291819 -1.545197 -3.730455 1.375 -2.874 -1.366
C -1.092287 -5.539706 3.547525 -1.053 0.543 -1.637
H -2.673725 -2.622617 -5.483940 -0.038 -0.386 0.315
H -2.784418 3.600241 0.386749 0.075 -0.256 -0.062
H 0.084191 5.428955 -2.344189 -0.289 -0.230 0.024
H 2.281475 2.770525 -1.020491 0.289 -0.235 -0.155
H 5.191654 1.921412 4.201977 -0.185 0.025 0.393
H 4.360128 -0.229158 3.253924 -0.296 -0.206 0.119
H -3.196275 1.260541 -5.492347 -0.600 -0.233 0.783
H -2.292907 -3.795886 4.101001 -0.150 -0.076 0.008
H -0.579460 0.554249 2.328819 0.050 -0.066 0.098
H -2.314205 3.347247 -6.475958 0.703 0.031 0.098
H -0.959537 -1.985124 3.043959 0.128 0.057 0.927
H -1.228144 -6.266168 4.348710 0.619 0.571 0.466
C -1.108438 1.402541 1.894441 0.449 0.156 0.094
H -2.284725 -1.180553 -3.528230 -0.466 0.846 0.333
C -0.463501 -0.931223 -0.587668 0.371 1.394 1.138
H -6.618636 3.861103 1.042188 0.319 -0.109 0.106
O 4.875570 -2.512801 -2.739283 0.398 -1.209 0.867
Zn -4.361970 0.910287 -2.100582 3.759 0.066 0.185
H 4.514198 2.806549 2.855629 0.062 -0.062 -0.301
O -4.334340 -0.664182 -3.504993 -1.685 3.006 1.844
C 4.386082 1.913803 3.467757 -0.697 0.224 0.444
C 0.932787 -2.080543 -6.105159 0.930 -0.681 1.546
H -2.111872 -0.582314 0.787223 -0.040 -0.316 0.121
H -1.327971 -3.153554 1.953704 0.560 -0.565 -0.537
C -4.942862 -3.086267 2.476702 2.137 -0.590 -0.604
C -2.554248 1.867497 -4.853980 1.010 2.226 -1.194
H 2.944223 -1.085319 -1.526874 0.256 -0.438 -0.138
C 2.824031 -5.651899 1.278080 0.919 0.032 -0.346
H 0.114218 -3.455990 -3.897568 -0.125 0.291 0.291
C 1.528255 -0.867914 5.824616 0.987 -0.696 0.035
C 1.314535 2.307469 -1.217253 0.440 1.057 -0.451
H 5.603230 -0.774137 -4.417752 -0.141 -0.238 0.079
H -2.076842 4.054653 -4.804681 0.152 -0.186 -0.132
H -3.814792 4.171732 1.645294 -0.533 0.343 -0.206
O -0.894057 2.913379 -1.781728 -2.045 -0.113 -0.863
H -0.216711 -5.705266 2.919792 0.452 -0.136 0.518
H -4.857284 -4.423484 0.810276 -0.207 0.080 -0.068
O 3.026381 -2.336091 -4.990917 0.894 0.005 0.199
H 3.280437 -1.498083 -5.384351 0.570 -0.014 -0.207
H 2.004126 -5.270128 1.886449 0.011 0.049 -0.018
O 4.405223 -4.166157 2.202161 0.292 0.618 0.866
H -2.871076 -3.645326 -3.264928 0.254 0.246 -0.321
C -3.776649 4.013652 0.567488 0.989 0.211 -0.464
C 5.887755 -0.505981 -3.400285 0.540 0.833 0.277
H 0.182955 3.956450 -0.392615 -0.202 0.038 0.293
H 3.378878 -0.256440 1.037447 -0.271 0.094 -0.284
H -3.649939 3.619168 -5.533097 -0.199 0.197 0.537
H -4.768247 -1.466368 3.869614 0.233 0.076 0.083
H -0.555778 2.103657 -4.402483 0.460 -0.161 -0.075
H 0.540916 2.685539 1.572434 0.472 -0.047 0.475
H 3.294214 -0.152647 -3.005335 -0.242 0.067 -0.046
H -4.507919 -3.207370 -3.014826 -0.222 0.249 0.057
C 3.287624 -3.375125 0.232731 -0.611 -0.152 0.076
C 5.066775 -1.193879 -2.327175 -1.359 0.697 -0.313
C 1.924964 5.535710 3.261460 -0.788 0.179 1.409
H -4.781178 -0.995177 2.198708 -0.143 0.116 -0.221
H 4.056450 -2.602662 0.214982 -0.145 0.172 -0.655
H 5.850511 0.581905 -3.343401 -0.077 0.152 0.157
H -1.888274 -5.869399 2.879833 -0.333 0.312 -0.354
H -4.164516 -2.813700 0.530894 0.182 0.025 -0.408
H 0.576955 0.270075 7.331836 -0.398 -0.424 0.526
H 1.915549 4.446231 3.293984 0.306 -0.071 -0.342
C -4.784041 3.077648 -0.005029 -2.358 0.292 2.590
C -1.244784 -4.023159 3.906335 -0.457 -1.194 -1.172
H 2.965786 -3.759722 -0.735052 0.415 0.512 -0.377
C 2.963692 6.113147 2.347499 0.504 0.614 -0.466
O -0.390133 -1.578558 7.071027 0.028 0.410 1.370
H -4.495053 3.698866 -1.812083 0.101 0.097 -0.523
H 6.929466 -0.778787 -3.231424 0.045 -0.104 -0.352
C 4.473901 0.657268 2.629902 -2.290 1.515 0.458
H 3.404103 2.009752 3.931010 0.109 -0.015 0.425
C -0.332169 2.704771 2.224704 -0.568 -0.717 -1.319
C -4.379479 -1.737761 2.888135 -0.209 0.368 0.357
H -2.089512 2.151007 -2.986639 0.762 0.350 0.625
H -1.171088 2.276726 -1.118751 -0.236 -0.441 0.508
C 3.371438 0.706629 1.547877 0.459 -0.514 0.033
H -0.124573 -1.889623 -5.921731 -0.056 -0.080 -0.459
H 1.624475 -4.257372 -4.091271 0.242 0.065 -0.206
H 3.508945 1.511199 0.825478 0.577 -0.027 -0.052
H -1.486156 0.754843 5.964879 -0.052 -0.108 0.259
C 0.289725 -0.461202 6.576303 -0.858 0.914 -2.726
H 1.520866 -1.205933 -4.232864 -0.122 0.113 0.404
O -0.608952 -3.853936 5.097808 1.022 1.095 2.623
C 1.189016 -3.300126 -3.804629 0.214 0.066 -0.487
H 3.947522 5.887881 2.759116 0.088 -0.854 -0.320
H -3.793852 4.905295 -0.059220 -0.069 0.642 0.567
H -3.267153 -4.110068 1.354131 0.162 0.391 0.409
F 0.147394 -0.513883 -1.691404 -0.774 0.140 -0.921
H 0.348778 -3.109338 2.717344 -0.040 -0.203 -0.366
H -2.120456 1.414030 2.299146 -0.187 0.027 0.037
H 2.442048 -6.123201 0.372504 -0.147 0.287 -0.132
H -4.742852 2.175738 0.605675 0.287 -0.638 -0.719
H 3.009597 4.590059 0.703789 -0.027 -0.304 0.572
H 2.301436 -1.128783 6.547277 0.194 -0.232 -0.200
F 0.528448 -0.870911 0.335941 -0.349 -0.312 0.535
H 2.370542 0.910822 1.928160 0.002 -0.388 0.505
H 5.625433 -1.131627 -1.393301 0.098 -0.614 0.061
H 3.894008 0.355940 -1.419569 -0.103 0.295 -0.148
C 3.700038 -0.506312 -2.057539 0.785 0.513 -0.086
C -0.610325 0.276860 5.526066 -0.137 0.346 0.547
H 0.892704 5.837017 3.083285 0.011 0.195 -0.706
H 4.254541 -2.521443 -3.471292 -0.223 0.044 -0.360
C -1.157633 1.339570 -4.894466 0.383 0.073 -0.204
H 1.167264 -3.040404 -6.565380 -0.596 -0.020 -0.342
H 4.681291 -4.920327 0.374192 -0.069 -0.485 -0.324
H 5.004604 -3.460363 1.948794 0.350 0.225 0.581
H -4.372084 -2.284858 -5.480970 -0.233 0.050 0.150
H -3.123109 -1.090450 -5.900010 -0.413 0.598 0.322
H 3.335632 -6.455042 1.808490 -0.078 0.073 0.255
C 2.722335 5.618525 0.922491 0.261 -0.011 -0.731
H 2.386376 -2.970869 0.693632 -0.001 0.074 0.367
H 1.495052 -3.108766 -2.776125 -0.219 0.025 0.034
H 1.946978 -0.159193 5.110131 -0.132 0.496 0.325
H -4.799003 -3.878097 3.211825 -0.567 0.350 0.576
C 0.739176 4.557800 -2.330897 0.680 -0.166 0.539
H 0.320834 -4.081719 5.025566 0.177 -0.169 -0.089
H 1.691760 4.920438 -1.944665 0.138 0.139 -0.074
H 1.311318 -1.732240 5.196939 -0.059 -0.286 0.105
H -0.058547 1.068809 5.019648 0.196 0.066 0.023
C 0.297705 3.459012 -1.355679 1.515 0.078 0.084
```
Forces are in eV/Å.

- energy relative to the best compared isomer or geometry (same formula, charge and spin) (eV) = 3.347
- total charge = +1
- E_LUMO (eV) = -4.76
- max |F| (eV/A) = 3.9
- highest occupied orbital energy (Ha) = -0.4101
- energy (eV) = -128361.297